# C24H36FIN3O6

2 unconnected molecules or ions with the total composition C24H36FIN3O6 (ωB97M-V with the def2-TZVPD basis set, OMol25).

Structure (XYZ):
```
71
Properties=species:S:1:pos:R:3:forces:R:3:lowdin_charge:R:1
C 3.932 4.929 0.176 -0.122 0.114 -0.073 -0.104
C 3.104 6.145 -0.219 -0.518 -0.468 0.122 -0.248
C 1.859 5.754 -1.045 0.678 0.329 0.732 -0.210
C 0.702 5.388 -0.123 -0.245 0.248 -0.375 -0.219
C -0.523 4.817 -0.855 0.110 -0.391 0.092 -0.169
C -0.974 3.398 -0.450 0.004 0.503 -0.028 -0.161
C -1.053 3.151 1.066 0.081 -0.452 -0.096 -0.092
C -0.631 1.783 1.574 0.252 -0.328 0.080 -0.037
C -1.499 1.085 2.426 0.102 -0.640 -0.315 -0.090
C -2.793 1.735 2.835 0.077 0.134 0.256 -0.618
O -2.796 2.400 3.818 -0.091 0.213 0.412 0.179
O -3.896 1.496 2.123 -0.056 0.193 -0.368 0.152
C -1.192 -0.171 2.970 0.197 0.408 -0.215 -0.504
I -2.540 -1.041 4.310 0.258 -0.092 -0.198 1.184
C 0.033 -0.761 2.643 -0.184 -0.315 0.349 -0.170
C 0.493 -2.101 3.123 0.180 0.004 -0.219 -0.124
C 0.264 -3.250 2.116 -0.071 0.088 -0.012 -0.160
C -1.175 -3.525 1.703 0.310 0.363 -0.024 -0.179
C -1.288 -4.468 0.505 0.027 0.389 0.641 -0.244
O -1.037 -5.797 0.874 -0.069 -0.050 -0.175 -0.155
C 0.250 -6.283 0.570 0.076 -0.160 0.092 -0.096
N 0.855 -0.039 1.847 -0.764 0.261 0.156 0.076
O 2.079 -0.628 1.497 -0.362 -0.349 0.040 0.090
C 3.021 -0.280 2.349 -0.637 0.212 -1.133 -0.274
N 3.891 0.212 2.896 0.969 0.185 1.020 0.258
C 0.602 1.184 1.309 0.009 0.480 0.011 -0.052
C 1.706 1.776 0.485 -0.193 -0.375 -0.224 0.017
C 1.908 1.047 -0.823 -0.177 0.110 0.403 -0.465
O 2.882 1.044 -1.460 0.862 0.032 -0.636 0.231
F 0.816 0.366 -1.205 -0.497 -0.235 -0.053 0.124
H 4.186 4.319 -0.687 0.195 -0.008 -0.165 0.075
H 3.370 4.292 0.857 -0.066 -0.083 0.179 0.050
H 4.839 5.225 0.690 0.202 -0.059 0.061 0.075
H 2.745 6.603 0.702 0.073 0.343 0.070 0.105
H 3.700 6.886 -0.738 0.175 0.017 -0.148 0.106
H 2.134 4.919 -1.688 -0.146 -0.052 -0.329 0.109
H 1.585 6.618 -1.639 -0.235 -0.079 -0.404 0.115
H 0.396 6.302 0.378 0.033 0.104 0.244 0.120
H 1.074 4.740 0.669 -0.008 -0.204 0.105 0.080
H -0.296 4.773 -1.917 -0.052 0.042 -0.180 0.113
H -1.373 5.484 -0.766 -0.098 0.182 0.137 0.114
H -0.367 2.673 -0.974 0.272 -0.330 0.047 0.093
H -1.977 3.266 -0.844 -0.112 -0.173 -0.186 0.116
H -0.525 3.896 1.657 0.174 0.152 -0.061 0.137
H -2.097 3.264 1.335 -0.104 0.227 0.216 0.112
H -3.703 1.319 1.191 -0.027 -0.326 0.069 0.141
H 1.562 -2.078 3.306 0.160 0.139 0.180 0.115
H 0.028 -2.279 4.084 -0.235 -0.175 0.079 0.085
H 0.845 -3.042 1.217 0.158 0.044 -0.065 0.118
H 0.710 -4.124 2.579 0.051 -0.241 0.008 0.119
H -1.730 -3.916 2.548 -0.242 -0.143 0.091 0.111
H -1.634 -2.574 1.420 -0.197 0.098 -0.067 0.099
H -2.294 -4.378 0.109 -0.172 -0.327 -0.151 0.118
H -0.597 -4.124 -0.268 0.091 -0.099 -0.236 0.110
H 0.976 -6.055 1.353 0.088 0.158 0.104 0.075
H 0.619 -5.896 -0.378 -0.003 0.096 -0.185 0.089
H 0.195 -7.362 0.496 -0.122 -0.160 -0.034 0.092
H 1.511 2.809 0.235 -0.163 0.271 0.088 0.109
H 2.672 1.744 0.977 0.072 0.131 0.265 0.132
C -2.506 -5.748 -4.856 -0.007 -0.020 0.039 -0.007
C -2.221 -5.042 -3.553 -0.041 -0.108 -0.007 -0.545
O -2.427 -5.570 -2.473 0.068 0.140 0.049 0.039
N -1.717 -3.777 -3.627 -0.026 -0.077 -0.152 0.002
C -1.410 -3.001 -4.816 0.031 0.071 0.356 -0.077
H -2.899 -6.735 -4.635 0.000 0.001 0.073 0.085
H -3.246 -5.198 -5.438 0.056 0.002 -0.073 0.087
H -1.594 -5.856 -5.444 -0.040 0.040 -0.073 0.087
H -1.548 -3.358 -2.728 0.003 0.017 0.013 0.122
H -0.351 -2.737 -4.830 -0.003 0.007 -0.106 0.082
H -1.998 -2.082 -4.827 0.006 0.002 -0.108 0.082
H -1.636 -3.566 -5.712 -0.013 -0.032 -0.008 0.072
```
Positions in Å, forces in eV/Å.

Computed properties:
lowest unoccupied orbital energy: -4.8 eV
charge: +1
orbital gap: 6.67 eV
E: -1949.0269 Eh
max |F|: 1.4 eV/Å